Here is a single C12H17ClN2 molecule from the Open Molecules 2025 dataset. Energies are from the ωB97M-V functional and the def2-TZVPD basis.

Last column: Löwdin charge in e.
CARTESIAN COORDINATES (ANGSTROEM)
H  2.04980  -0.15975  1.86559  0.1096
H  2.63924  0.68923  0.44200  0.1113
C  -0.36038  -1.93915  -0.57387  -0.2665
H  -0.74324  0.44819  2.07155  0.1170
C  -0.95919  -1.36655  -1.70024  -0.0289
C  -0.62883  2.33585  0.99710  -0.1824
H  -1.60514  0.46014  0.53331  0.1125
H  0.66933  4.21364  -0.41472  0.0845
C  -0.57495  -3.30385  -0.34086  -0.0295
H  -0.12330  -3.76648  0.52530  0.1094
H  -2.18660  -1.67059  -3.42158  0.1044
C  1.30674  3.41137  -0.04392  -0.0970
Cl  -2.89820  -4.42395  -3.37770  0.6441
N  0.47017  -1.24765  0.27370  0.0437
C  -1.34399  -4.06611  -1.19316  -0.1134
C  -1.92352  -3.47395  -2.30401  -0.6940
H  0.59653  0.57867  -0.66225  0.1283
C  1.57435  1.94662  1.86781  -0.1980
H  0.66380  -1.72496  1.14274  0.1295
H  -1.49809  -5.11562  -0.99693  0.1039
H  -1.25550  2.74353  1.80032  0.1148
C  -0.70024  0.80076  1.03879  -0.1244
H  -1.03289  2.69496  0.04849  0.1147
N  0.71853  2.87085  1.16177  -0.2309
C  -1.73092  -2.12722  -2.55679  -0.1109
H  2.53460  2.43351  2.05114  0.1162
H  2.27744  3.83774  0.20666  0.0855
H  1.44943  2.67888  -0.85116  0.0793
H  -0.82650  -0.31941  -1.91936  0.1024
C  0.53588  0.19345  0.36076  -0.3371
C  1.79833  0.60797  1.13108  -0.1165
H  1.10729  1.75987  2.83847  0.1183

Cartesian forces (eV/Å) of the 6 atoms listed first:
0.04 -0.07 0.01
0.04 -0.09 0.00
-0.18 -0.23 -0.27
-0.01 -0.07 0.03
0.12 0.12 0.21
-0.27 0.02 0.26

Values from the calculation:
- net charge = 0
- HOMO-LUMO gap (eV) = 8.565
- SMILES = CN1CCC(Nc2ccc(Cl)cc2)CC1
- E_LUMO (eV) = 0.83

***

Here is a molecular structure, C12H17ClN5O4PRh in a non-equilibrium geometry from the Open Molecules 2025 dataset. Energies are from the ωB97M-V functional and the def2-TZVPD basis.

Last column: Mulliken spin population.
CARTESIAN COORDINATES (ANGSTROEM)
C  0.50936  -10.48145  0.47127  0.0042
C  1.32319  -9.33697  3.72593  -0.0153
H  -0.70060  -8.06682  1.42382  0.0026
H  1.13265  -11.04108  -0.23562  0.0235
O  -2.11532  -13.06210  4.27496  0.0605
N  -2.58502  -16.76801  2.64370  0.1146
H  2.95854  -10.07584  0.81407  0.0042
N  0.11601  -9.13055  2.96805  0.4660
C  -2.77838  -16.50048  1.34352  0.0068
C  -2.95710  -17.47799  0.44128  -0.0017
H  1.13885  -9.70076  4.73390  0.0096
C  -2.55792  -19.10821  2.17809  -0.0049
H  2.89326  -8.56936  1.67698  -0.0011
H  1.90029  -8.37170  3.73137  -0.0019
N  2.18771  -10.19277  2.85731  0.0514
C  -3.46432  -19.93045  0.07577  -0.0020
H  -1.70936  -10.14077  2.41936  0.0119
H  2.48652  -12.17850  2.32987  0.0049
H  -2.79779  -15.41890  1.08725  0.0035
H  -2.28165  -18.15038  4.08837  -0.0044
O  -2.04716  -12.70932  6.53561  0.0152
H  3.06106  -10.29197  3.44649  -0.0064
P  0.05377  -11.67771  1.81853  0.1226
C  1.67217  -11.57450  2.70005  0.0033
Cl  -1.26787  -13.07674  5.46075  -0.0059
O  -0.07422  -12.29210  5.25726  0.0105
C  -0.69787  -10.31285  2.86449  0.0152
O  -0.90448  -14.55271  5.57769  0.1041
C  -2.91271  -18.87167  0.84915  0.0046
H  -0.74992  -10.60674  3.90508  0.0181
H  1.51900  -11.95455  3.69765  0.0039
C  0.27774  -8.33397  1.72708  -0.0057
Rh  -2.32921  -15.20403  4.05116  2.7048
H  -2.60406  -20.05347  2.63520  -0.0006
N  1.06717  -9.24961  0.90096  0.3041
H  -0.45145  -10.27685  0.00510  0.0019
H  0.88141  -7.48485  1.96834  -0.0029
C  -2.42856  -18.02849  3.02846  -0.0130
H  -3.26406  -17.25784  -0.55471  0.0008
N  -4.00726  -20.75637  -0.55511  0.0083
C  2.34617  -9.48392  1.50424  -0.0156

Cartesian forces (eV/Å) of the 6 atoms listed first:
-1.85 -0.30 -0.65
0.41 2.39 -1.08
-0.75 0.17 -1.06
0.13 0.38 0.00
-0.71 0.21 -2.10
0.78 0.74 0.64

Values from the calculation:
- net charge = +3
- multiplicity = 5
- HOMO-LUMO gap (spin up / spin down) (eV) = 9.467 / 5.027
- expectation value of S² = 6.01
- E_LUMO (spin up / spin down) (eV) = -8.76 / -13.19

***

Here is 2 unconnected molecules or ions with the total composition C12H17F3N3O7PS in a non-equilibrium geometry from the Open Molecules 2025 dataset. Energies are from the ωB97M-V functional and the def2-TZVPD basis.

Last column: Löwdin charge in e.
CARTESIAN COORDINATES (ANGSTROEM)
F  3.26187  0.53773  0.42552  0.1778
H  -1.96833  3.65265  -1.34826  0.0722
H  0.33269  -2.50889  -0.21732  0.1066
C  3.94283  0.70876  -0.67973  -0.6891
F  5.24092  0.56536  -0.48038  0.1478
O  -0.20431  0.63947  5.29545  -0.2081
H  2.00871  -2.12028  -0.37107  0.0935
C  -0.83174  -2.63316  2.77273  -0.0972
H  -0.45876  0.32364  0.92999  0.1100
C  -1.20372  -1.52419  1.78263  -0.2400
H  0.12503  -0.06712  2.51355  0.1141
H  -3.10381  -0.04450  -2.73824  0.1082
O  -0.63945  -0.02693  7.65236  -0.2331
H  -2.10863  -1.01604  2.10713  0.1039
N  0.07338  0.85063  -3.44759  -0.0261
C  -1.02060  0.31226  -2.68052  -0.2966
N  1.35671  0.61756  -3.25480  0.0265
C  -2.39913  0.70619  -3.06649  -0.1300
C  -0.10241  -0.50787  1.54347  -0.2431
H  -1.74063  -2.96049  3.27314  0.0616
P  0.21874  -0.30148  6.42003  -0.1447
C  -0.68849  -0.50212  -1.68038  -0.0519
C  1.03481  -1.66885  -0.22264  -0.2199
H  -0.45378  -3.50431  2.23991  0.0602
H  -4.03441  3.10190  -1.58157  0.0280
H  -1.84033  3.86490  -3.08126  0.0750
H  -0.73176  2.79638  -2.22207  0.0655
H  -2.42251  0.87878  -4.15647  0.1090
O  0.04081  -1.73839  5.93581  -0.2078
H  -0.11948  -2.32965  3.52965  0.0512
H  -1.47552  -0.95226  -1.09754  0.1110
O  1.10745  -1.05318  1.07496  -0.1462
O  3.76777  -1.71716  -1.89107  -0.2945
F  3.75641  1.98107  -1.07183  0.1114
C  -2.76874  2.01897  -2.41390  -0.4286
C  -1.76147  3.13066  -2.27953  -0.0475
N  -3.96285  2.17051  -1.99349  0.0977
C  0.66106  -0.79213  -1.36488  -0.1950
O  4.04615  0.23987  -3.21978  -0.3172
H  -1.48403  -2.01280  0.84845  0.0744
S  3.37102  -0.35212  -2.09575  0.7638
H  -0.15467  1.45938  -4.20812  0.1086
O  1.68175  -0.08242  6.79606  -0.2183
C  1.65150  -0.14031  -2.27613  -0.3432

Cartesian forces (eV/Å) of the 6 atoms listed first:
0.14 -0.38 0.44
-0.06 0.17 0.11
-0.20 -0.10 0.38
-0.87 0.85 -0.49
0.42 -0.54 0.20
-0.36 -0.15 0.02

Values from the calculation:
- net charge = -2
- HOMO-LUMO gap (eV) = 1.734
- E_LUMO (eV) = 1.81